[1]
DFT (ωB97M-V/def2-TZVPD) results for a single C22H17F3N2O3 molecule.

XYZ file:
```
47
C22H17F3N2O3, DFT ωB97M-V/def2-TZVPD
C -2.34 -0.03 5.61
O -1.25 -0.29 4.77
C -1.48 -0.56 3.46
C -2.74 -0.60 2.87
C -2.87 -0.86 1.51
C -1.75 -1.09 0.72
C -1.91 -1.31 -0.72
N -1.19 -0.86 -1.67
N -0.15 -0.03 -1.45
C 0.63 0.44 -2.46
O 1.51 1.24 -2.25
C 0.31 -0.14 -3.81
C 0.65 -1.45 -4.11
C 0.39 -1.97 -5.37
C -0.20 -1.18 -6.34
C -0.54 0.13 -6.05
C -0.28 0.63 -4.79
F -0.64 1.90 -4.52
C -0.50 -1.09 1.33
C -0.35 -0.82 2.67
C 1.02 -0.79 3.30
O 2.06 -0.63 2.36
C 2.16 0.55 1.69
C 1.33 1.65 1.85
C 1.53 2.81 1.13
C 2.58 2.88 0.23
F 2.79 4.02 -0.45
C 3.42 1.80 0.02
C 3.20 0.66 0.75
F 4.00 -0.41 0.57
H -1.92 0.16 6.60
H -2.91 0.85 5.28
H -3.02 -0.89 5.68
H -3.63 -0.43 3.45
H -3.86 -0.87 1.07
H -2.75 -1.90 -1.05
H 0.03 0.35 -0.52
H 1.11 -2.07 -3.35
H 0.66 -2.99 -5.59
H -0.39 -1.58 -7.32
H -1.01 0.77 -6.79
H 0.38 -1.36 0.75
H 1.23 -1.76 3.77
H 1.06 -0.02 4.07
H 0.51 1.61 2.55
H 0.88 3.67 1.26
H 4.22 1.85 -0.70
```

**HOMO energy**: -0.3116 hartree
**HOMO-LUMO gap**: 8.97 eV
**SMILES**: COc1ccc(/C=N\NC(=O)c2ccccc2F)cc1COc1ccc(F)cc1F
**Lowest unoccupied orbital energy**: 0.0182 Eh
**Charge**: 0

[2]
DFT (ωB97M-V/def2-TZVPD) results for a 2-piece molecular cluster, ClFH2N2 overall.

XYZ file:
```
6
ClFH2N2, DFT ωB97M-V/def2-TZVPD
N 0.15 -0.02 -0.44
N 2.49 -0.24 0.58
F 2.52 -1.53 0.15
Cl 3.30 0.78 -0.40
H 0.12 -0.71 0.26
H 0.40 -0.47 -1.36
```

**HOMO energy (alpha / beta)**: -0.4031 / -0.3784 hartree
**HOMO-LUMO gap (alpha / beta)**: 9.89 / 9.74 eV
**Lowest unoccupied orbital energy (alpha / beta)**: -0.0395 / -0.0205 Eh
**Charge**: 0
**ΔE to the lowest compared entry with this formula, charge and spin**: 377.7 kJ/mol

[3]
DFT (ωB97M-V/def2-TZVPD) results for C25H48Ca2F12O24P2 as an isolated structure.

XYZ file:
```
113
C25H48Ca2F12O24P2, DFT ωB97M-V/def2-TZVPD
Ca -9.65 21.29 -14.68
Ca -12.07 25.25 -9.23
P -8.28 22.31 -17.59
F -9.84 22.30 -17.98
F -7.88 21.76 -19.02
F -8.11 23.84 -17.99
F -6.75 22.23 -17.13
F -8.71 22.85 -16.05
F -8.53 20.78 -17.01
P -10.14 24.08 -12.30
F -9.31 25.41 -12.66
F -10.87 24.89 -11.09
F -11.34 24.57 -13.28
F -10.98 22.74 -12.01
F -9.41 23.30 -13.56
F -8.98 23.61 -11.31
C -7.29 27.02 -15.32
C -6.41 27.99 -14.56
C -6.27 29.34 -15.29
O -6.92 30.26 -14.38
C -7.36 29.61 -13.31
O -8.01 30.08 -12.44
O -6.91 28.34 -13.29
H -7.17 26.02 -14.89
H -7.06 26.92 -16.38
H -8.36 27.24 -15.20
H -5.44 27.48 -14.50
H -6.78 29.32 -16.25
H -5.25 29.69 -15.39
C -5.99 23.26 -13.72
O -6.03 22.38 -12.60
C -6.92 21.44 -12.57
O -7.66 21.18 -13.50
O -7.00 20.82 -11.42
C -5.88 20.88 -10.53
H -6.94 23.79 -13.77
H -5.87 22.77 -14.69
H -5.15 23.94 -13.58
H -5.96 21.68 -9.80
H -4.94 20.97 -11.06
H -5.92 19.93 -9.99
C -14.44 25.50 -12.84
O -14.52 24.08 -12.70
C -14.01 23.48 -11.67
O -13.37 24.03 -10.79
O -14.27 22.20 -11.73
C -13.69 21.37 -10.71
H -13.60 25.67 -13.50
H -14.15 26.01 -11.92
H -15.37 25.92 -13.19
H -13.64 20.39 -11.20
H -14.36 21.25 -9.85
H -12.70 21.71 -10.46
C -13.75 30.45 -9.97
O -13.27 29.16 -9.59
C -12.50 28.51 -10.42
O -12.25 27.34 -10.21
O -11.99 29.25 -11.35
C -11.15 28.56 -12.30
H -12.92 31.09 -10.23
H -14.27 30.89 -9.12
H -14.52 30.39 -10.74
H -10.21 28.23 -11.88
H -10.93 29.26 -13.10
H -11.67 27.70 -12.72
C -9.74 21.25 -9.01
O -9.36 21.96 -7.81
C -9.77 23.18 -7.57
O -10.56 23.77 -8.29
O -9.38 23.69 -6.44
C -8.23 23.20 -5.72
H -9.12 20.37 -9.09
H -9.71 21.92 -9.86
H -10.79 20.97 -8.90
H -7.29 23.47 -6.19
H -8.29 22.11 -5.71
H -8.28 23.54 -4.69
C -7.93 29.33 -9.39
O -9.10 28.47 -9.16
C -8.97 27.18 -9.15
O -9.92 26.45 -9.01
O -7.72 26.78 -9.22
C -7.40 25.42 -9.19
H -7.19 28.88 -10.05
H -7.48 29.53 -8.42
H -8.36 30.20 -9.88
H -6.60 25.27 -8.47
H -7.03 24.99 -10.12
H -8.27 24.83 -8.88
C -12.54 17.97 -14.00
O -11.81 17.98 -12.76
C -10.88 18.87 -12.54
O -10.69 19.85 -13.24
O -10.22 18.70 -11.43
C -10.50 17.60 -10.58
H -13.15 17.08 -14.04
H -11.80 17.99 -14.80
H -13.18 18.84 -14.10
H -9.58 17.29 -10.08
H -10.79 16.67 -11.06
H -11.20 17.84 -9.79
C -14.26 21.50 -15.35
O -13.84 22.78 -15.84
C -12.57 23.09 -15.85
O -11.69 22.37 -15.43
O -12.47 24.30 -16.30
C -11.17 24.85 -16.44
H -15.06 21.67 -14.64
H -13.44 20.89 -14.99
H -14.75 20.97 -16.17
H -10.76 25.26 -15.53
H -11.24 25.60 -17.23
H -10.48 24.17 -16.93
```

**HOMO energy**: -0.5378 hartree
**HOMO-LUMO gap**: 9.79 eV
**Lowest unoccupied orbital energy**: -0.1780 Eh
**Charge**: +2

[4]
DFT (ωB97M-V/def2-TZVPD) results for a 2-piece molecular cluster, C4H13N4O overall.

XYZ file:
```
22
C4H13N4O, DFT ωB97M-V/def2-TZVPD
C -1.25 1.13 -2.27
C -1.64 0.17 -1.18
O -1.48 0.41 0.01
N -2.11 -1.04 -1.59
H -0.19 1.34 -2.19
H -1.88 2.02 -2.23
H -2.57 -1.66 -0.95
H -2.27 -1.21 -2.57
H -1.37 0.72 -3.26
C 1.93 -1.38 0.26
C 0.88 0.38 1.58
N 1.73 0.03 0.60
N 0.08 -0.51 2.15
N 0.96 1.62 2.06
H 1.85 0.71 -0.13
H -0.17 -1.35 1.65
H -0.51 -0.20 2.90
H 0.32 1.89 2.78
H 1.79 2.18 1.95
H 1.11 -1.81 -0.34
H 2.00 -1.98 1.16
H 2.78 -1.46 -0.39
```

**HOMO energy**: -0.4914 hartree
**HOMO-LUMO gap**: 10.73 eV
**Lowest unoccupied orbital energy**: -0.0970 Eh
**Charge**: +1
**ΔE to the lowest compared entry with this formula, charge and spin**: 60.2 kJ/mol

[5]
DFT (ωB97M-V/def2-TZVPD) results for C15H39BN2O5Ta as an isolated structure.

XYZ file:
```
63
C15H39BN2O5Ta, DFT ωB97M-V/def2-TZVPD
C 4.85 -0.56 3.56
C 4.31 0.61 2.55
C 2.88 1.15 3.16
C 1.72 1.17 1.97
O 1.66 -0.14 1.30
Ta -0.22 -0.46 0.29
C -2.17 -1.01 -0.84
C -3.42 -1.47 0.12
C -3.96 -0.33 1.16
C -4.34 1.11 0.47
O -4.70 1.05 -0.95
C -4.89 2.48 -1.34
C -0.44 1.76 -0.33
N -0.94 1.96 -1.78
C -0.60 3.34 -2.29
C 0.96 -0.99 -1.65
C 2.56 -0.61 -1.59
O 3.28 -1.81 -1.05
C 3.01 -0.30 -3.17
N 2.32 0.99 -3.61
B -0.04 -2.73 0.96
O 0.38 -2.93 2.36
O -0.33 -3.78 -0.04
C -1.27 -4.79 0.47
H 4.67 -0.21 4.68
H 4.32 -1.57 3.30
H 6.03 -0.62 3.41
H 5.14 1.46 2.53
H 4.24 0.22 1.44
H 3.06 2.31 3.42
H 2.53 0.61 4.13
H 2.13 1.96 1.16
H 0.72 1.51 2.47
H -1.08 -0.16 1.90
H -1.91 -1.96 -1.52
H -2.50 -0.17 -1.63
H -3.03 -2.38 0.77
H -4.27 -1.90 -0.57
H -4.97 -0.75 1.63
H -3.26 -0.10 2.07
H -3.50 1.88 0.74
H -5.32 1.50 1.04
H -5.90 2.66 -1.91
H -4.01 2.90 -2.00
H -4.92 3.15 -0.34
H -1.30 2.22 0.35
H 0.52 2.41 -0.24
H -2.00 1.97 -1.67
H -1.48 4.07 -1.93
H 0.46 3.74 -1.97
H -0.57 3.27 -3.48
H 0.38 -0.44 -2.54
H 0.79 -2.15 -1.83
H 2.80 0.38 -1.00
H 4.05 -2.03 -1.68
H 4.17 -0.05 -3.15
H 2.79 -1.22 -3.88
H 2.98 1.77 -3.42
H 2.15 1.01 -4.64
H 0.02 -3.80 2.74
H -2.03 -4.27 1.22
H -1.82 -5.33 -0.43
H -0.73 -5.63 1.13
```

**HOMO energy**: -0.1430 hartree
**HOMO-LUMO gap**: 6.90 eV
**Lowest unoccupied orbital energy**: 0.1106 Eh
**Charge**: -1

[6]
DFT (ωB97M-V/def2-TZVPD) results for C19H16F10N6OSTa as an isolated structure.

XYZ file:
```
54
C19H16F10N6OSTa, DFT ωB97M-V/def2-TZVPD
Ta 0.60 0.10 -0.82
C 1.90 2.92 0.17
N 0.75 2.10 0.65
C -0.54 2.82 0.41
C -0.92 2.56 -1.00
N -1.08 1.10 -1.15
C -2.38 0.55 -1.30
C -3.62 1.17 -1.37
F -3.77 2.48 -1.22
C -4.77 0.41 -1.58
F -5.92 1.03 -1.66
C -4.72 -0.97 -1.72
F -5.81 -1.66 -1.94
C -3.49 -1.61 -1.61
F -3.38 -2.92 -1.71
C -2.40 -0.82 -1.40
F -1.13 -1.41 -1.24
C 0.87 1.86 2.13
C 2.09 1.06 2.56
N 1.95 -0.31 2.04
C 1.41 -1.37 2.84
C 0.10 -1.73 2.56
F -0.59 -1.03 1.60
C -0.52 -2.76 3.22
F -1.77 -3.10 2.94
C 0.20 -3.44 4.20
F -0.37 -4.43 4.84
C 1.51 -3.09 4.50
F 2.17 -3.75 5.42
C 2.12 -2.05 3.81
F 3.36 -1.71 4.07
H 1.99 3.83 0.77
H 1.75 3.23 -0.87
H 2.83 2.36 0.23
H -0.44 3.90 0.59
H -1.29 2.44 1.10
H -0.12 2.89 -1.66
H -1.81 3.11 -1.28
H -0.04 1.37 2.46
H 0.93 2.83 2.62
H 2.12 1.02 3.65
H 3.03 1.49 2.22
N 1.04 -1.77 -2.45
N 1.33 -1.44 -3.78
C 1.70 -0.20 -4.07
N 2.10 0.12 -5.28
S 1.65 1.06 -2.88
H 1.83 -2.29 -2.06
H 0.23 -2.39 -2.45
H 1.36 -2.17 -4.47
H 2.18 -0.56 -6.03
H 2.36 1.07 -5.50
O 1.52 -1.48 0.12
C 1.88 -0.42 0.76
```

**HOMO energy**: -0.6432 hartree
**HOMO-LUMO gap**: 5.80 eV
**Lowest unoccupied orbital energy**: -0.4300 Eh
**Charge**: +3
**ΔE to the lowest compared entry with this formula, charge and spin**: 108.7 kJ/mol